No. 1
The following is a quantum chemistry calculation of 10 unconnected molecules or ions with the total composition C14H48N6O10, from the Open Molecules 2025 dataset.

ORCA input file:
```
! wB97M-V def2-TZVPD RIJCOSX def2/J DEFGRID3
* xyz 0 1
O -1.283 0.543 3.172
O -2.363 -1.997 2.887
O 1.660 2.506 3.080
O 3.240 -1.992 2.099
O 2.934 -0.259 -0.097
O 1.520 3.028 -2.341
O 1.714 0.474 -5.682
O 0.679 -4.398 -3.184
O -0.492 4.641 2.314
O -0.774 0.306 0.413
N -0.375 -2.317 -3.193
N 2.842 -2.239 -1.441
N 1.886 -1.475 -4.195
N -1.422 -3.971 -2.218
N 0.986 -1.220 -0.977
N 1.478 0.463 -3.290
C 2.495 -1.648 3.228
C 1.043 -1.690 2.855
C -0.394 -3.594 -2.861
C -1.290 1.237 -0.567
C 1.959 3.834 -3.452
C 1.750 -0.171 -4.432
C 2.260 -1.202 -0.819
C -3.183 -2.061 0.666
C 2.122 1.763 1.945
C -1.014 3.998 1.174
C -1.777 0.457 -1.811
C -2.368 1.378 3.538
C -3.695 1.012 2.714
C -2.128 -2.603 1.627
H 3.011 4.087 -3.476
H -1.120 4.616 0.274
H 1.679 3.448 -1.523
H -2.163 -3.324 -1.988
H -2.068 1.874 -0.177
H -3.457 1.102 1.664
H 2.220 -1.844 -3.267
H 2.845 -0.725 3.612
H -3.327 -0.947 0.703
H -4.001 -0.021 2.983
H -1.882 -1.148 2.918
H 0.792 -1.008 2.082
H -0.949 0.637 1.323
H 0.400 -0.564 -0.458
H 1.965 0.744 2.105
H 0.575 -1.947 -1.575
H 3.824 -2.251 -1.180
H -0.944 0.050 -2.358
H 1.615 4.773 -3.316
H -2.989 -2.301 -0.372
H -2.551 1.094 4.586
H 1.485 1.490 -3.169
H 1.632 3.571 -4.474
H -1.150 -2.192 1.358
H 0.507 -1.987 -3.624
H 3.263 -1.279 1.440
H -2.358 -0.458 -1.513
H -0.518 0.750 3.685
H 2.703 -2.361 4.055
H 2.181 -1.990 -5.007
H 0.681 -2.687 2.523
H 1.458 2.040 1.061
H -0.328 3.212 0.942
H -4.166 -2.481 0.934
H -1.226 -1.775 -3.086
H 1.388 -0.071 -2.435
H 0.365 -1.479 3.697
H -2.013 2.378 3.374
H -1.958 3.502 1.528
H -0.264 5.501 1.936
H 3.150 1.912 1.713
H -1.567 -4.983 -2.128
H -0.536 1.906 -0.927
H 2.397 -3.111 -1.664
H -2.192 1.161 -2.497
H -2.142 -3.721 1.748
H 2.198 2.264 3.862
H -4.453 1.723 2.929
*
```

Output
**SMILES string**: NC(N)=O.NC(N)=O.NC(N)=O.CCO.CCO.CCO.CCO.CO.CO.CO

Atomic partial charges in e from the Mulliken method, atoms 1 to 8:
1 O -0.511
2 O -0.556
3 O -0.526
4 O -0.623
5 O -0.773
6 O -0.647
7 O -0.754
8 O -0.772

---

No. 2
The following is a quantum chemistry calculation of a molecular structure, C12H18I2IrN3S2, from the Open Molecules 2025 dataset.

ORCA input file:
```
! wB97M-V def2-TZVPD RIJCOSX def2/J DEFGRID3
* xyz 2 1
Ir 0.233 0.405 1.697
I 2.253 0.583 3.721
I -0.783 2.064 3.645
S -0.585 -1.312 2.974
S -1.848 -3.586 1.208
N -0.988 1.595 0.252
N -0.780 -1.359 0.443
N 1.856 -0.159 0.332
C -1.043 -1.519 -2.030
C 0.987 1.892 4.810
C -2.106 -3.541 -2.832
C -0.453 2.793 -0.490
C 2.532 0.697 -0.698
C -1.787 -3.240 -0.499
C -1.181 -1.998 -0.728
C -2.254 -4.027 -1.547
C 1.513 1.558 -1.391
C -1.077 -2.087 1.490
C 1.044 2.716 -0.509
C -1.509 -2.299 -3.070
H 2.578 -0.518 0.953
H 0.733 1.428 5.756
H 3.279 1.302 -0.185
H -1.787 1.897 0.802
H 0.669 0.906 -1.634
H -0.818 3.692 0.002
H -0.585 -0.562 -2.235
H 1.500 3.663 -0.795
H -2.461 -4.130 -3.665
H 1.452 2.864 4.928
H 1.891 1.914 -2.348
H 1.363 2.553 0.528
H -1.411 -1.944 -4.086
H 3.047 0.038 -1.398
H -1.370 0.910 -0.397
H -0.860 2.777 -1.502
H -2.720 -4.985 -1.365
H 1.477 -0.980 -0.137
*
```

Atomic partial charges in e from the Mulliken method, atoms 1 to 8:
1 Ir 1.798
2 I 0.282
3 I 0.255
4 S -0.120
5 S -0.157
6 N -0.819
7 N -0.175
8 N -0.808

---

No. 3
The following is a quantum chemistry calculation of a molecular structure, C21H56AsF6O21S7, from the Open Molecules 2025 dataset.

ORCA input file:
```
! wB97M-V def2-TZVPD RIJCOSX def2/J DEFGRID3
* xyz -1 1
As -28.472 8.479 -25.199
S -25.048 -0.640 -21.971
S -33.568 4.056 -31.523
S -36.118 16.113 -23.987
S -26.390 19.237 -24.436
S -33.768 4.345 -16.319
S -25.075 14.402 -31.784
S -20.112 1.359 -30.039
F -28.714 10.292 -25.392
F -30.206 8.296 -25.697
F -26.772 8.614 -24.704
F -29.008 8.378 -23.456
F -28.254 6.733 -25.310
F -27.947 8.491 -26.959
O -24.556 0.892 -21.367
O -21.387 0.628 -30.254
O -25.304 18.791 -25.304
O -34.182 3.300 -32.691
O -24.180 -1.677 -21.342
O -18.962 0.710 -29.457
O -34.613 3.452 -17.116
O -20.447 2.697 -29.074
O -34.331 5.551 -15.753
O -36.753 15.182 -23.075
O -26.863 20.808 -24.981
O -26.242 19.370 -23.026
O -26.507 -0.665 -21.867
O -26.663 14.457 -31.414
O -34.718 4.042 -30.353
O -32.360 3.501 -30.917
O -24.595 15.739 -32.060
O -32.924 3.571 -15.108
O -34.437 16.036 -23.652
O -36.437 17.599 -23.909
O -24.846 13.330 -32.820
C -21.438 3.642 -29.376
C -33.107 14.694 -22.125
C -24.429 -0.465 -23.699
C -24.412 13.697 -30.224
C -35.983 15.552 -25.806
C -19.666 2.279 -31.563
C -32.364 4.928 -17.275
C -25.386 2.086 -21.525
C -24.627 3.271 -20.966
C -28.789 13.570 -31.171
C -35.230 5.185 -28.427
C -33.898 14.776 -23.415
C -27.282 13.254 -30.883
C -27.881 18.329 -24.932
C -34.256 4.198 -29.027
C -27.625 21.909 -23.026
C -32.577 2.505 -12.969
C -22.874 3.231 -29.234
C -33.323 5.872 -31.736
C -26.564 21.895 -24.098
C -33.652 2.885 -14.059
H -26.305 1.796 -21.016
H -32.725 5.430 -18.173
H -33.842 14.767 -21.324
H -25.433 4.005 -20.976
H -24.938 0.417 -24.089
H -36.914 15.545 -26.373
H -32.869 5.840 -32.727
H -28.701 18.647 -24.289
H -26.502 22.906 -24.500
H -23.572 3.869 -29.775
H -24.836 12.698 -30.118
H -27.526 17.324 -24.704
H -28.046 22.879 -22.760
H -24.885 -1.358 -24.127
H -29.227 14.484 -30.769
H -33.300 4.720 -29.025
H -31.591 2.574 -13.431
H -21.263 4.553 -28.803
H -26.955 12.312 -31.322
H -35.450 6.042 -29.063
H -21.471 4.102 -30.364
H -29.102 13.518 -32.214
H -35.443 16.354 -26.310
H -33.187 14.471 -24.182
H -36.197 4.835 -28.066
H -23.355 -0.335 -23.565
H -27.302 13.277 -29.793
H -31.787 5.632 -16.676
H -34.391 3.521 -13.571
H -32.732 6.293 -30.923
H -18.839 2.967 -31.386
H -23.281 3.522 -28.266
H -32.434 3.223 -12.161
H -34.271 2.084 -14.463
H -19.230 1.543 -32.237
H -24.656 14.323 -29.366
H -34.636 13.975 -23.470
H -32.684 1.516 -12.525
H -29.201 12.673 -30.709
H -24.413 3.113 -19.909
H -34.168 6.559 -31.735
H -32.280 15.393 -22.003
H -20.593 2.773 -31.852
H -34.167 3.244 -28.508
H -28.599 21.519 -23.324
H -27.321 21.424 -22.098
H -34.617 5.649 -27.654
H -23.326 13.624 -30.272
H -35.833 14.489 -25.996
H -25.511 2.242 -22.597
H -23.167 2.230 -29.551
H -28.095 18.513 -25.985
H -31.739 4.144 -17.703
H -32.758 13.661 -22.126
H -25.529 21.803 -23.768
H -23.900 3.576 -21.718
*
```

Atomic partial charges in e from the Mulliken method, atoms 1 to 8:
1 As 1.995
2 S 1.084
3 S 1.110
4 S 1.064
5 S 1.064
6 S 1.116
7 S 1.092
8 S 1.147

---

No. 4
The following is a quantum chemistry calculation of a molecular structure, C9H8N2, from the Open Molecules 2025 dataset.

ORCA input file:
```
! wB97M-V def2-TZVPD RIJCOSX def2/J DEFGRID3
* xyz 0 1
N -2.187 -1.889 1.997
N 1.775 1.428 -1.837
C 1.050 0.079 -0.032
C 0.625 1.969 -2.054
C -0.035 -1.634 1.374
C 1.966 0.487 -0.988
C -0.495 1.573 -1.321
C -1.482 -0.089 0.365
C -0.255 0.744 -0.166
C -1.370 -1.121 1.234
C 0.988 -0.933 1.006
H -3.491 -1.798 2.029
H -1.391 1.868 -1.680
H 2.024 -1.424 0.771
H 3.061 0.178 -0.672
H -1.514 -2.094 2.885
H 0.536 2.515 -3.068
H 0.241 -2.609 2.010
H -2.534 0.137 0.089
*
```

Atomic partial charges in e from the Mulliken method, atoms 1 to 8:
1 N -0.617
2 N -0.538
3 C 0.818
4 C -0.272
5 C -0.295
6 C -0.384
7 C -0.526
8 C -0.874

---

No. 5
The following is a quantum chemistry calculation of 2 unconnected molecules or ions with the total composition C3H9OP, from the Open Molecules 2025 dataset.

ORCA input file:
```
! wB97M-V def2-TZVPD RIJCOSX def2/J DEFGRID3
* xyz 0 1
P 1.385 0.222 0.207
O -1.208 -0.886 -0.236
C -1.741 0.221 -0.376
C -1.643 1.275 0.683
C 2.625 -1.041 0.876
H 0.928 -0.788 -0.226
H -1.151 0.847 1.575
H 3.606 -0.661 1.103
H 2.043 -1.309 1.817
H 2.527 -1.914 0.122
H -2.254 0.430 -1.383
H -1.113 2.160 0.207
H 0.488 0.140 1.190
H -2.574 1.651 0.910
*
```

Output
**SMILES string**: CC=O.CP

Atomic partial charges in e from the Mulliken method, atoms 1 to 8:
1 P 0.186
2 O -0.486
3 C 0.241
4 C -1.095
5 C -0.804
6 H -0.035
7 H 0.387
8 H 0.303

---

No. 6
The following is a quantum chemistry calculation of C4H2O2 in the gas phase, from the Open Molecules 2025 dataset.

ORCA input file:
```
! wB97M-V def2-TZVPD RIJCOSX def2/J DEFGRID3
* xyz 0 1
O 3.009 -0.041 -0.259
O -2.201 0.466 0.864
C -0.505 -0.776 -0.085
C 0.670 -0.496 -0.172
C -1.876 -0.291 -0.018
C 1.870 0.321 -0.136
H 1.578 1.377 0.036
H -2.530 -0.554 -0.861
*
```

Output
**SMILES string**: O=CC#CC=O

Now the Mulliken charges, all in e:
1 O -0.410
2 O -0.395
3 C 0.042
4 C 0.156
5 C 0.033
6 C -0.021
7 H 0.288
8 H 0.308

---

For each record above, in turn, the calculated gap between HOMO and LUMO values are 9.3; 6.0; 10.8; 8.6; 10.2; 10.0 eV.
For each record above, in turn, the calculated E_tot values are -44708.9976; -57901.1104; -218668.8386; -12437.9767; -14590.0465; -8271.7708 eV.
For each record above, in turn, the calculated energy relative to the best compared isomer or geometry (same formula, charge and spin) values are 4.298; 3.201; 9.906; 5.210; 3.541; 0.758 eV.